A 3-piece molecular cluster, C4H13N3O overall. Source: OMol25; level of theory: ωB97M-V/def2-TZVPD.

Element x y z (Å)
C -0.62 0.93 -0.69
H -1.62 -0.38 -1.69
H 2.50 1.31 -0.15
H -1.93 1.48 2.09
H 3.32 -0.12 -0.80
H 0.75 -1.76 -0.73
C 1.24 0.00 -1.30
C -0.75 0.03 1.30
H -1.03 -1.95 1.75
N -0.74 -1.38 0.96
H -0.39 1.96 -0.46
N -1.62 0.60 -1.43
H 0.07 0.31 1.94
C 2.39 0.24 -0.36
H -1.44 -1.54 0.23
O 0.92 -1.31 -1.58
H -2.68 0.52 0.98
H 2.24 -0.28 0.59
H 1.25 0.58 -2.22
N -2.00 0.53 1.74
H 0.14 0.25 -0.16

## Properties
- Orbital gap: 7.327 eV

Atom charges from the natural (NBO) analysis, given in e for atoms 1 to 6:
1. C -0.061
2. H 0.333
3. H 0.224
4. H 0.371
5. H 0.234
6. H 0.494